Here is a structure of composition C53H68B2Cl2N12OSc from the OMol25 dataset. Energies are from ωB97M-V with the def2-TZVPD basis set.

CARTESIAN COORDINATES (ANGSTROEM)
1 Sc 0.14 0.08 0.06
2 Cl 0.40 2.29 -2.47
3 Cl 2.55 4.05 -3.38
4 O -2.49 1.74 1.30
5 N -1.91 -2.33 0.19
6 N 0.51 2.87 0.47
7 N -1.30 -1.98 -2.18
8 N 2.26 0.56 -0.97
9 N 0.44 -3.04 -0.63
10 N 1.55 2.82 1.34
11 N -1.63 -1.27 1.01
12 N 1.37 -0.44 2.22
13 N -1.23 -0.61 -2.17
14 N 1.25 -2.04 -0.17
15 N 2.28 0.57 2.31
16 N 2.92 1.37 -0.12
17 C -3.05 0.59 5.74
18 C -3.80 1.64 0.74
19 C -1.15 1.12 -5.32
20 C 2.53 -0.64 4.13
21 C 1.11 -4.21 -0.65
22 C -2.05 -1.34 -4.14
23 C -0.90 4.87 -0.38
24 C -3.76 -4.04 -0.13
25 C 0.99 -2.55 3.73
26 C 1.54 -1.21 3.32
27 C 4.00 -2.62 1.99
28 C -2.12 3.27 -5.76
29 C -2.75 3.22 -4.53
30 C -1.78 0.39 5.21
31 C 4.02 1.48 -2.02
32 C -1.69 -0.23 -3.38
33 C 3.86 -1.41 -3.27
34 C 5.13 -2.18 2.66
35 C 0.10 4.15 0.47
36 C -1.32 2.21 -6.15
37 C 2.95 0.59 -2.13
38 C -1.19 2.79 3.09
39 C 0.87 4.90 1.36
40 C 2.39 -3.97 -0.19
41 C 4.48 -1.11 0.20
42 C 3.63 -2.04 0.77
43 C 2.44 -2.61 0.11
44 C -4.00 -0.26 3.71
45 C -2.61 -1.25 1.94
46 C 2.96 0.47 3.46
47 C -2.58 2.13 -3.69
48 C -1.77 1.07 -4.07
49 C 0.05 -3.28 2.79
50 C 5.92 -1.18 2.12
51 C 2.82 -0.29 -3.34
52 C 3.96 1.95 -0.73
53 C 1.78 4.02 1.88
54 C 1.29 2.92 -3.88
55 C -1.62 -0.13 3.94
56 C -2.73 -0.48 3.18
57 C -4.16 0.26 4.98
58 C -3.07 -2.92 0.56
59 C -1.94 -3.86 -3.74
60 C 0.38 -2.54 5.14
61 C -3.84 0.68 -0.43
62 C 0.58 -5.53 -1.08
63 C -0.15 5.57 -1.52
64 C 5.61 -0.68 0.87
65 C -2.05 4.03 -0.92
66 C -2.55 2.61 2.42
67 C -1.79 -2.43 -3.35
68 C 1.44 -0.89 -3.55
69 C -3.53 -2.26 1.67
70 B 2.62 1.72 1.35
71 B -1.05 -2.88 -0.96
72 H -4.02 -0.34 -0.10
73 H -2.27 4.11 -6.42
74 H -0.84 2.22 -7.12
75 H 0.23 -5.50 -2.11
76 H -4.88 -0.53 3.14
77 H -2.90 4.08 -0.24
78 H -2.49 -1.34 -5.11
79 H 1.90 -3.17 3.81
80 H -2.62 -4.39 -3.08
81 H -2.94 3.59 2.09
82 H 0.38 -3.18 1.76
83 H -3.17 0.97 6.74
84 H 1.76 2.08 -4.41
85 H 0.75 5.94 1.60
86 H -0.25 -5.84 -0.45
87 H 0.97 -1.95 5.84
88 H 3.19 -4.68 -0.09
89 H 1.43 -1.51 -4.44
90 H -3.27 2.20 3.13
91 H -3.11 2.09 -2.75
92 H -0.78 6.33 -1.98
93 H -1.31 2.81 4.16
94 H -2.89 0.72 -0.96
95 H -0.73 3.72 2.79
96 H 3.60 -2.12 -2.49
97 H -4.12 2.65 0.42
98 H -4.41 -2.51 2.24
99 H 0.57 3.43 -4.52
100 H 3.72 1.17 3.73
101 H -4.50 1.32 1.53
102 H -3.41 4.02 -4.24
103 H 4.74 1.73 -2.77
104 H 5.40 -2.63 3.60
105 H -0.91 0.63 5.81
106 H -1.31 5.66 0.25
107 H 2.91 -1.03 5.06
108 H -2.33 -3.90 -4.76
109 H -3.93 -3.80 -1.18
110 H -0.63 -2.14 5.12
111 H 1.37 -6.27 -1.01
112 H -1.75 3.00 -1.04
113 H -5.15 0.41 5.38
114 H -2.38 4.43 -1.88
115 H 4.30 -0.77 -0.80
116 H 6.79 -0.84 2.65
117 H -1.46 -3.96 -1.20
118 H 0.70 -0.11 -3.66
119 H -0.55 0.29 -5.65
120 H 3.42 -3.43 2.40
121 H 1.18 -1.52 -2.70
122 H 4.85 -1.02 -3.07
123 H -0.96 -2.89 2.88
124 H -0.64 -0.31 3.54
125 H 0.02 -4.33 3.04
126 H 0.13 4.85 -2.28
127 H -3.18 -4.96 -0.07
128 H 3.89 -1.94 -4.22
129 H 3.62 2.21 1.79
130 H -4.64 0.96 -1.11
131 H 4.60 2.64 -0.21
132 H 0.34 -3.56 5.52
133 H 3.07 0.33 -4.22
134 H 2.57 4.17 2.59
135 H -4.72 -4.21 0.35
136 H -0.98 -4.37 -3.71
137 H 0.76 6.04 -1.16
138 H 6.26 0.05 0.40
139 H -0.54 1.96 2.82

net charge	+1
total energy	-123093.3522	eV
strongest force on any atom	1.7	eV Å⁻¹
E_LUMO	-3.47	eV
Kohn-Sham gap	7.3105	eV
HOMO	-10.78	eV

These are the natural (NBO) partial charges, in e, on atoms 1 to 6: Sc 1.94; Cl 0.04; Cl 0.00; O -0.55; N -0.33; N -0.41

---

Here is a cluster of 2 separate species, C3H8O4 in total from the OMol25 dataset. Energies are from ωB97M-V with the def2-TZVPD basis set.

CARTESIAN COORDINATES (ANGSTROEM)
1 O 0.00 -1.70 -0.36
2 O 0.18 1.91 -1.52
3 O -1.09 2.06 -0.90
4 O -1.36 -2.09 -0.52
5 C 1.62 -0.29 0.55
6 C -0.80 -0.11 1.23
7 C 0.17 -0.68 0.53
8 H 1.84 0.25 1.46
9 H -1.31 -2.64 -1.31
10 H -0.58 0.67 1.94
11 H -1.82 -0.45 1.16
12 H 0.16 2.61 -2.19
13 H 2.24 -1.18 0.49
14 H 1.83 0.34 -0.30
15 H -1.09 1.32 -0.26

net charge	0
total energy	-11424.4775	eV
strongest force on any atom	0.9	eV Å⁻¹
energy above the lowest of the compared OMol25 structures with the same formula, charge and spin	156.62	kcal per mole
E_LUMO	0.81	eV
Kohn-Sham gap	9.9638	eV
HOMO	-9.16	eV

These are the natural (NBO) partial charges, in e, on atoms 1 to 6: O -0.25; O -0.48; O -0.48; O -0.44; C -0.66; C -0.61

---

Here is a structure of composition C41H56AlBrClN3O9P from the OMol25 dataset. Energies are from ωB97M-V with the def2-TZVPD basis set.

CARTESIAN COORDINATES (ANGSTROEM)
1 Br -2.72 1.43 -0.15
2 Cl 4.66 0.71 -2.25
3 P 4.42 1.91 5.50
4 Al 6.14 1.23 8.43
5 O 4.23 -1.66 -0.50
6 O -2.47 0.44 2.95
7 O -5.41 2.73 -5.93
8 O 9.10 -2.83 7.35
9 O -6.68 -2.05 -3.90
10 O 2.93 2.52 5.80
11 O 4.82 -1.25 6.11
12 O -6.44 -1.27 -9.27
13 O 4.39 2.84 -0.25
14 N 5.33 3.37 5.31
15 N 3.98 0.63 -0.69
16 N -3.66 -0.91 -8.54
17 C -9.41 1.53 -6.05
18 C 4.18 -1.46 4.87
19 C 4.39 3.31 2.66
20 C -2.66 -0.94 -3.95
21 C 4.25 1.74 0.15
22 C 7.35 -3.86 6.16
23 C 8.57 -1.86 5.27
24 C -3.31 1.12 -5.02
25 C 3.12 4.03 3.12
26 C -0.45 2.54 2.57
27 C 8.74 -3.15 6.12
28 C -2.32 0.29 -4.52
29 C 4.28 1.17 1.54
30 C -5.86 -2.04 -8.24
31 C 4.12 -2.44 2.33
32 C 4.32 1.81 2.72
33 C 3.85 -1.44 7.16
34 C 4.17 -0.58 -0.01
35 C -6.65 -1.94 -10.50
36 C -4.34 -2.19 -8.32
37 C 4.40 -1.06 8.51
38 C -2.76 1.81 3.23
39 C 0.98 2.64 3.13
40 C -8.75 -0.55 -5.03
41 C 4.23 -0.18 1.42
42 C 4.22 -0.95 2.53
43 C 4.31 1.03 3.88
44 C -4.98 -0.52 -4.41
45 C -7.44 -0.10 -4.98
46 C -4.64 0.72 -4.96
47 C 1.88 3.57 2.31
48 C -1.50 2.49 3.66
49 C -3.40 -0.17 2.21
50 C -5.70 1.63 -5.50
51 C -8.10 1.97 -6.02
52 C -3.87 -3.18 -9.39
53 C -6.39 -0.98 -4.38
54 C -7.11 1.16 -5.49
55 C -3.98 -1.34 -3.90
56 C -9.74 0.26 -5.57
57 C 4.25 -0.38 3.78
58 H -3.92 -2.75 -10.39
59 H -2.83 -3.46 -9.21
60 H 4.60 -2.36 4.45
61 H 7.40 -4.80 6.71
62 H 3.26 5.08 2.90
63 H 7.04 -4.09 5.14
64 H 2.92 3.97 4.18
65 H 7.84 -1.18 5.70
66 H -7.84 2.95 -6.40
67 H -5.78 -1.88 -11.15
68 H -6.36 -3.02 -8.18
69 H 4.81 -1.89 9.06
70 H 4.80 4.16 4.95
71 H -4.25 -2.29 -3.47
72 H 3.59 -0.64 9.09
73 H 5.11 -0.26 8.34
74 H 8.23 -2.12 4.26
75 H 3.48 -2.45 7.14
76 H 2.18 3.10 1.39
77 H -1.77 3.50 3.94
78 H 6.10 3.22 4.67
79 H -4.10 -0.46 -9.34
80 H -7.48 -1.44 -11.00
81 H 0.92 2.96 4.17
82 H 1.41 1.65 3.11
83 H -0.66 3.35 1.90
84 H -1.13 1.99 4.54
85 H -6.93 -2.99 -10.34
86 H -4.39 -0.13 2.66
87 H -10.18 2.16 -6.47
88 H 6.58 -3.24 6.62
89 H -4.01 -2.58 -7.35
90 H -3.20 2.26 2.35
91 H -6.10 -1.51 -7.32
92 H -3.13 -1.21 2.04
93 H 5.14 -2.83 2.29
94 H 1.30 4.46 2.10
95 H -1.88 -1.58 -3.56
96 H -0.50 1.62 2.00
97 H 2.30 1.79 5.69
98 H 5.27 3.70 3.16
99 H 4.52 3.58 1.63
100 H -9.00 -1.53 -4.65
101 H -10.76 -0.08 -5.61
102 H -3.06 2.08 -5.45
103 H -1.29 0.60 -4.56
104 H 3.13 -1.70 5.03
105 H 3.64 -2.94 3.15
106 H -4.46 -4.09 -9.38
107 H 3.66 -2.67 1.39
108 H -3.47 1.83 4.05
109 H -3.53 0.25 1.07
110 H 9.52 -1.33 5.17
111 H 9.41 -3.82 5.55
112 H 3.00 -0.79 6.97
113 H -3.88 -0.28 -7.76

net charge	+1
total energy	-164758.1913	eV
strongest force on any atom	2.2	eV Å⁻¹
E_LUMO	-7.62	eV
Kohn-Sham gap	1.0444	eV
HOMO	-8.66	eV

These are the Mulliken partial charges, in e, on atoms 1 to 6: Br -0.27; Cl -0.01; P 0.37; Al 0.54; O -0.55; O -0.25